Record 1
Molecular formula: C2H4INO2
Method: DFT, ωB97M-V/def2-TZVPD

Structure (XYZ):
```
10
C2H4INO2, DFT ωB97M-V/def2-TZVPD
N 0.696 -0.138 0.088
O -0.555 0.491 0.075
O 0.677 -1.340 0.048
H -1.544 -0.999 -0.788
C 1.668 0.687 -0.061
H -1.877 -0.650 0.947
C -1.731 -0.259 -0.079
H 1.433 1.751 0.167
I 3.628 -0.028 0.100
H -2.394 0.484 -0.497
```

The structure (SMILES) is CO/[N+]([O-])=C/I. The value obtained for the LUMO energy is 0.34 eV. The value obtained for the gap between HOMO and LUMO is 0.33496 hartree.

---

Record 2
Molecular formula: C2H4INO2S
Method: DFT, ωB97M-V/def2-TZVPD

Structure (XYZ):
```
11
C2H4INO2S, DFT ωB97M-V/def2-TZVPD
O 1.371 1.726 -0.258
H 0.081 -2.065 -0.853
N 0.301 0.358 1.627
S 0.119 -1.969 0.521
H 1.309 2.313 -0.949
C 0.780 0.579 -0.622
I -3.047 -0.401 0.148
O 0.454 0.291 -1.763
H -2.355 -1.922 -0.003
C 0.554 -0.269 0.564
H 0.433 1.360 1.588
```

The structure (SMILES) is [H]/N=C(/S)C(=O)O.I. The value obtained for the LUMO energy is -0.15 eV. The value obtained for the gap between HOMO and LUMO is 0.34314 hartree.

---

Record 3
Molecular formula: C2H4IOP3
Method: DFT, ωB97M-V/def2-TZVPD

Structure (XYZ):
```
11
C2H4IOP3, DFT ωB97M-V/def2-TZVPD
H -1.018 -1.546 0.387
P 0.702 1.460 -1.459
C -0.308 -0.772 0.392
C 0.178 -0.195 -0.843
O 1.973 2.049 -0.614
H -0.710 0.012 1.165
H 1.826 2.322 0.348
H 0.584 -1.180 0.962
I -1.721 -1.515 -3.616
P 0.340 -0.761 -2.549
P 1.333 0.990 -3.559
```

The structure (SMILES) is CC1=[P@]2(O)P=[P@@]12I. The value obtained for the LUMO energy (spin up / spin down) is -1.46 / -1.46 eV. The value obtained for the gap between HOMO and LUMO (spin up / spin down) is 0.22506 / 0.22512 hartree.

---

Record 4
Molecular formula: C2H4IOP3
Method: DFT, ωB97M-V/def2-TZVPD

Structure (XYZ):
```
11
C2H4IOP3, DFT ωB97M-V/def2-TZVPD
P 0.598 2.754 -0.005
C -1.477 -0.326 0.352
C 0.747 1.148 0.391
P 2.238 0.705 1.260
H -1.172 0.033 -0.723
O 2.772 1.940 -1.480
P 2.871 2.454 0.009
H 3.587 1.559 -1.686
H -2.239 0.267 0.895
H -1.208 -1.221 0.878
I 3.262 -1.140 0.005
```

The value obtained for the LUMO energy (spin up / spin down) is -0.71 / -0.77 eV. The value obtained for the gap between HOMO and LUMO (spin up / spin down) is 0.25266 / 0.27203 hartree.

---

Record 5
Molecular formula: C2H4IPS
Method: DFT, ωB97M-V/def2-TZVPD

Structure (XYZ):
```
9
C2H4IPS, DFT ωB97M-V/def2-TZVPD
H 0.361 0.771 -1.435
C 0.552 -0.466 0.234
I -2.700 0.747 0.501
C 0.911 0.772 -0.451
P -1.431 -1.174 -0.143
H -1.869 -1.807 1.097
H 0.615 1.806 0.097
H 1.934 0.727 -0.895
S 1.627 -1.377 0.995
```

The structure (SMILES) is CC(=S)PI. The value obtained for the LUMO energy is -0.57 eV. The value obtained for the gap between HOMO and LUMO is 0.28911 hartree.

---

Record 6
Molecular formula: C2H4IPS
Method: DFT, ωB97M-V/def2-TZVPD

Structure (XYZ):
```
9
C2H4IPS, DFT ωB97M-V/def2-TZVPD
S 0.537 -1.152 0.220
P -1.653 -1.423 1.642
C 1.199 1.449 -0.668
H 0.575 1.498 -1.594
C 1.294 -0.033 -0.594
H 0.629 1.871 0.154
I -3.417 -1.283 -0.025
H 2.223 1.758 -0.622
H -1.386 -2.685 1.487
```

The structure (SMILES) is CC#S#[PH]I. The value obtained for the LUMO energy (spin up / spin down) is -0.79 / -0.88 eV. The value obtained for the gap between HOMO and LUMO (spin up / spin down) is 0.24945 / 0.24951 hartree.

---

Record 7
Molecular formula: C2H4LiO2Zn
Method: DFT, ωB97M-V/def2-TZVPD

Structure (XYZ):
```
10
C2H4LiO2Zn, DFT ωB97M-V/def2-TZVPD
C 0.908 -1.340 -0.552
O -0.437 -0.638 1.279
H 1.209 1.503 -0.632
Li 0.186 1.058 -2.383
H 0.305 -2.515 1.258
C 0.258 -1.519 0.784
O 0.711 -0.071 -1.046
H 1.981 -1.586 -0.421
H 0.501 -2.142 -1.200
Zn -0.396 1.085 0.227
```

As for the net charge: +1. The value obtained for the LUMO energy is -5.03 eV. The value obtained for the gap between HOMO and LUMO is 0.28176 hartree.

---

Record 8
Molecular formula: C2H4LiOSm
Method: DFT, ωB97M-V/def2-TZVPD

Structure (XYZ):
```
9
C2H4LiOSm, DFT ωB97M-V/def2-TZVPD
Li -2.676 -2.304 -1.323
H -0.050 2.930 0.576
H -0.116 2.030 2.209
H -2.384 1.203 1.662
H -2.316 2.102 0.026
C -0.600 2.282 1.263
O -1.369 -1.368 -0.771
C -1.818 1.813 0.954
Sm 0.862 -1.221 -0.605
```

As for the net charge: +1. As for the spin multiplicity: 7. The expectation value of S² is 12.05. The value obtained for the LUMO energy (spin up / spin down) is -6.01 / -4.72 eV. The value obtained for the gap between HOMO and LUMO (spin up / spin down) is 0.15938 / 0.30253 hartree.

---

Record 9
Molecular formula: C2H4MgOTl
Method: DFT, ωB97M-V/def2-TZVPD

Structure (XYZ):
```
9
C2H4MgOTl, DFT ωB97M-V/def2-TZVPD
H -1.343 -1.123 1.003
Mg 0.341 2.732 0.427
H -2.039 0.645 -1.167
C -1.540 -0.474 -1.121
H -0.831 -0.430 -1.962
O 0.001 0.351 0.565
Tl 2.026 -0.599 0.685
H -2.241 -1.298 -1.306
C -0.840 -0.620 0.164
```

As for the spin multiplicity: 2. The expectation value of S² is 0.76. The value obtained for the LUMO energy (spin up / spin down) is -0.41 / -0.72 eV. The value obtained for the gap between HOMO and LUMO (spin up / spin down) is 0.20399 / 0.19550 hartree.

---

Record 10
Molecular formula: C2H4N
Method: DFT, ωB97M-V/def2-TZVPD

Structure (XYZ):
```
7
C2H4N, DFT ωB97M-V/def2-TZVPD
H -0.140 -1.255 -0.835
H -1.591 2.623 0.206
C 0.744 -1.262 -0.142
N -0.428 0.773 0.230
H 1.710 -0.902 -0.450
H 0.863 -1.652 0.816
C -1.157 1.675 0.175
```

As for the net charge: +1. The value obtained for the LUMO energy is -7.88 eV. The value obtained for the gap between HOMO and LUMO is 0.38396 hartree.

---

Record 11
Molecular formula: C2H4N2
Method: DFT, ωB97M-V/def2-TZVPD

Structure (XYZ):
```
8
C2H4N2, DFT ωB97M-V/def2-TZVPD
N -0.158 1.290 0.156
C 0.108 -0.390 -0.183
C 0.612 -1.229 0.682
H 0.852 -0.972 1.776
H -1.285 2.582 -0.575
H 0.049 -0.736 -1.266
H 0.748 -2.174 0.159
N -0.927 1.630 -0.748
```

The structure (SMILES) is [H]/N=N/C=C. The value obtained for the LUMO energy is 0.80 eV. The value obtained for the gap between HOMO and LUMO is 0.36731 hartree.

---

Record 12
Molecular formula: C2H4N2
Method: DFT, ωB97M-V/def2-TZVPD

Structure (XYZ):
```
8
C2H4N2, DFT ωB97M-V/def2-TZVPD
H -0.341 0.403 2.648
C -0.143 0.130 1.675
N -0.476 -0.353 -0.560
N -0.790 0.455 0.528
H 0.224 -0.983 -2.355
H 0.654 0.989 -1.672
C 0.086 -0.039 -1.632
H 0.785 -0.602 1.368
```

The structure (SMILES) is C=NN=C. The value obtained for the LUMO energy is 0.69 eV. The value obtained for the gap between HOMO and LUMO is 0.36824 hartree.

---

Record 13
Molecular formula: C2H4N2O
Method: DFT, ωB97M-V/def2-TZVPD

Structure (XYZ):
```
9
C2H4N2O, DFT ωB97M-V/def2-TZVPD
N 0.297 0.139 0.390
H 0.537 -1.177 -1.109
C 1.054 -0.674 -0.372
C -1.110 0.344 0.003
H -1.676 0.271 0.938
H -1.300 -0.302 -0.783
O 0.874 0.720 1.327
H -0.937 1.430 -0.281
N 2.261 -0.752 -0.113
```

The value obtained for the LUMO energy (spin up / spin down) is -0.68 / -0.55 eV. The value obtained for the gap between HOMO and LUMO (spin up / spin down) is 0.35768 / 0.29487 hartree.

---

Record 14
Molecular formula: C2H4N2O
Method: DFT, ωB97M-V/def2-TZVPD

Structure (XYZ):
```
9
C2H4N2O, DFT ωB97M-V/def2-TZVPD
H 1.501 -1.210 -0.689
H 1.396 -1.570 1.064
C 1.140 -0.855 0.281
C -0.957 -0.149 -0.618
O -0.295 -0.732 0.285
H 1.588 0.116 0.500
N -1.589 1.762 0.127
H -0.359 0.256 -1.461
N -2.426 2.383 0.511
```

The value obtained for the LUMO energy is 0.85 eV. The value obtained for the gap between HOMO and LUMO is 0.32327 hartree.

---

Record 15
Molecular formula: C2H4N2O
Method: DFT, ωB97M-V/def2-TZVPD

Structure (XYZ):
```
9
C2H4N2O, DFT ωB97M-V/def2-TZVPD
C -0.252 0.876 0.400
H -0.984 1.744 0.523
N 1.858 1.504 1.288
H -0.634 -2.275 0.097
O 2.255 2.382 0.614
H 0.062 -1.322 -1.542
N -0.022 -0.273 0.007
C -0.599 -1.417 -0.642
H -1.683 -1.220 -0.745
```

The value obtained for the LUMO energy (spin up / spin down) is 0.23 / 0.35 eV. The value obtained for the gap between HOMO and LUMO (spin up / spin down) is 0.24792 / 0.25383 hartree.

---

Record 16
Molecular formula: C2H4N2O
Method: DFT, ωB97M-V/def2-TZVPD

Structure (XYZ):
```
9
C2H4N2O, DFT ωB97M-V/def2-TZVPD
H -2.141 1.494 0.283
N -0.879 -0.065 0.110
H -0.354 1.886 0.617
H 0.521 -0.975 0.999
N 1.230 -1.390 -0.870
H 1.417 0.403 0.093
O 0.557 -2.009 -1.657
C 0.768 -0.477 0.045
C -1.118 1.132 0.379
```

The structure (SMILES) is C=NCN=O. The value obtained for the LUMO energy (spin up / spin down) is -0.21 / -0.20 eV. The value obtained for the gap between HOMO and LUMO (spin up / spin down) is 0.32313 / 0.32311 hartree.

---

Record 17
Molecular formula: C2H4N2O
Method: DFT, ωB97M-V/def2-TZVPD

Structure (XYZ):
```
9
C2H4N2O, DFT ωB97M-V/def2-TZVPD
C 0.271 -1.051 -0.432
H 0.312 0.464 2.530
C 0.010 0.317 -0.524
H -0.053 0.937 -1.411
N 0.128 0.895 0.670
N -0.049 0.081 1.656
O -0.147 -1.922 -1.300
H -0.801 -1.616 -1.964
H 0.330 1.896 0.775
```

The value obtained for the LUMO energy (spin up / spin down) is 0.10 / 0.32 eV. The value obtained for the gap between HOMO and LUMO (spin up / spin down) is 0.27431 / 0.28886 hartree.

---

Record 18
Molecular formula: C2H4N2O2
Method: DFT, ωB97M-V/def2-TZVPD

Structure (XYZ):
```
10
C2H4N2O2, DFT ωB97M-V/def2-TZVPD
H 2.548 0.373 0.531
O -2.703 -0.503 -0.755
N 1.808 0.076 -0.089
H -1.954 0.523 0.850
N -0.473 -0.257 -0.365
H 1.995 -0.756 -0.628
O 0.323 1.015 1.366
C -1.812 -0.064 -0.067
C 0.548 0.326 0.392
H -0.279 -0.733 -1.235
```

The structure (SMILES) is NC(=O)NC=O. The value obtained for the LUMO energy is 0.57 eV. The value obtained for the gap between HOMO and LUMO is 0.39916 hartree.

---

Record 19
Molecular formula: C2H4N2O2
Method: DFT, ωB97M-V/def2-TZVPD

Structure (XYZ):
```
10
C2H4N2O2, DFT ωB97M-V/def2-TZVPD
H -0.399 -2.400 0.616
N -0.202 -0.329 0.535
O 0.482 -0.576 -0.647
H 0.140 1.153 0.894
C -0.775 -1.412 0.937
O 0.039 1.987 0.337
N 0.409 1.831 -1.013
H -1.443 -1.340 1.915
H 1.050 0.428 -2.256
C 0.699 0.657 -1.318
```

The structure (SMILES) is C=NO/C=N\O. The value obtained for the LUMO energy is 0.30 eV. The value obtained for the gap between HOMO and LUMO is 0.35211 hartree.

---

Record 20
Molecular formula: C2H4N2O2
Method: DFT, ωB97M-V/def2-TZVPD

Structure (XYZ):
```
10
C2H4N2O2, DFT ωB97M-V/def2-TZVPD
H -1.293 -0.228 1.078
N -0.724 -0.375 0.213
H 1.520 -0.188 -1.070
N 1.612 0.194 -0.106
H 2.615 0.449 0.062
H -2.058 1.075 -0.484
O -1.310 0.026 -2.041
C 0.695 -0.045 0.778
O 0.925 -0.164 2.032
C -1.348 0.256 -0.822
```

The structure (SMILES) is NC(=O)NC=O. The value obtained for the LUMO energy is 0.62 eV. The value obtained for the gap between HOMO and LUMO is 0.40743 hartree.

---

E, record by record: -581.376319; -979.697455; -1475.544163; -1475.443753; -1115.783980; -1115.718600; -2015.630031; -818.994189; -526.314422; -132.941323; -187.993750; -187.992077; -263.174357; -263.248857; -263.130121; -263.190203; -263.172376; -338.646365; -338.420185; -338.589638 a.u.
Relative energy (zero: lowest compared OMol25 entry of this formula, charge and spin), record by record: 408.42; 69.97; 119.51; 383.14; 111.36; 283.01; 0.00; 152.44; 74.43; 193.81; 327.05; 331.44; 495.99; 300.39; 612.14; 454.39; 501.19; 17.94; 611.77; 166.87 kJ/mol